Entry 1:
54
Properties=species:S:1:pos:R:3:forces:R:3 method="wB97M-V/def2-TZVPD" charge=+1 total_energy_ev=-72033.89911 fmax_ev_per_a=2.557 e_above_lowest_kj_mol=518.40 homo_energy_ev="-12.56 / -12.56" lumo_energy_ev="-5.46 / -6.91" multiplicity=1
Mg -0.071 -0.015 0.285 -0.635 0.259 0.024
P 0.558 -2.381 -0.449 0.016 0.024 0.730
C 1.973 -1.888 -1.488 -1.454 0.123 -2.100
C 1.911 -0.529 -2.083 0.231 -0.315 -0.174
N 1.165 0.434 -1.494 0.401 0.476 0.562
C 1.316 1.713 -1.878 -0.299 -0.030 -0.214
C 2.079 2.053 -3.001 0.315 -0.178 -0.114
C 2.770 1.051 -3.678 -0.124 0.446 -0.085
C 2.700 -0.250 -3.206 -0.077 -0.122 0.328
C 0.625 2.825 -1.114 -0.178 -0.226 0.002
P 0.441 2.474 0.691 0.093 0.055 -0.132
H 3.256 -1.068 -3.654 -0.001 0.204 -0.066
H 2.117 3.106 -3.305 0.109 -0.532 0.057
H 3.372 1.295 -4.551 -0.129 -0.078 0.159
H 1.198 3.758 -1.205 -0.235 -0.213 -0.263
H -0.390 2.985 -1.511 0.282 -0.007 -0.011
H 2.909 -1.897 -0.639 1.559 0.128 1.363
H 2.210 -2.650 -2.255 0.425 0.317 0.448
H 3.374 -0.719 0.905 -1.125 1.988 1.002
O 3.779 -1.797 0.271 -0.521 -0.906 -1.000
H 4.615 -1.665 -0.190 0.254 -0.027 -0.190
H 1.019 -0.473 1.932 -0.442 -0.235 0.136
O 2.873 0.185 1.379 0.445 -1.577 -0.864
H 2.259 -0.224 2.028 0.728 0.260 0.436
C 2.020 3.100 1.332 0.034 -0.279 0.150
H 2.282 4.049 0.846 -0.001 -0.237 0.234
H 1.896 3.243 2.415 0.196 0.038 -0.249
H 2.770 2.307 1.170 -0.195 0.583 0.084
C -0.792 3.705 1.179 -0.146 -0.041 0.085
H -0.958 3.584 2.256 -0.049 0.173 -0.207
H -0.439 4.719 0.958 -0.141 -0.170 0.083
H -1.735 3.495 0.661 0.218 0.131 0.163
C -0.598 -3.151 -1.611 0.017 -0.064 -0.156
H -0.241 -4.158 -1.864 -0.229 0.235 -0.060
H -1.570 -3.190 -1.099 0.238 -0.083 -0.290
H -0.680 -2.533 -2.514 -0.128 -0.178 0.188
C 1.182 -3.768 0.550 -0.129 0.147 0.053
H 0.371 -4.009 1.254 0.370 -0.112 -0.152
H 1.407 -4.633 -0.088 -0.027 0.195 0.261
H 2.076 -3.446 1.100 -0.293 -0.208 -0.073
F -4.102 -1.606 -0.659 0.291 -0.004 1.003
C -3.757 -1.645 0.652 -0.672 -0.550 -0.043
F -4.873 -1.934 1.371 1.073 0.173 -0.670
F -2.894 -2.696 0.795 -0.535 0.732 -0.099
C -3.069 -0.300 1.087 0.226 0.120 -0.323
O -1.974 -0.092 0.320 0.255 -0.128 0.309
C -4.070 0.890 0.849 -0.754 0.565 0.095
F -5.272 0.710 1.460 1.088 0.200 -0.596
F -3.548 2.062 1.321 -0.354 -0.934 -0.323
F -4.291 1.074 -0.473 0.165 -0.214 0.985
C -2.681 -0.377 2.610 -0.364 0.132 0.646
F -3.756 -0.498 3.427 1.049 0.122 -0.677
F -1.856 -1.434 2.842 -0.437 0.776 -0.163
F -1.997 0.746 2.981 -0.404 -0.958 -0.294

Entry 2:
45
Properties=species:S:1:pos:R:3:forces:R:3 method="wB97M-V/def2-TZVPD" total_energy_ev=-37360.94187 fmax_ev_per_a=14.679 e_above_lowest_kj_mol=1659.73 homo_energy_ev=-7.42 lumo_energy_ev=0.47 multiplicity=1
C -3.183 -3.382 1.587 5.034 -2.426 -5.934
H -3.998 -3.068 1.998 -4.589 2.455 2.946
O -2.096 -2.280 1.490 -1.568 -5.636 2.217
C -2.486 -1.215 0.894 -3.236 1.721 -3.454
C -3.697 -1.075 0.105 0.165 1.563 1.928
C -3.970 0.278 -0.258 3.490 -3.113 1.641
C -3.011 1.199 -0.062 0.037 7.763 -5.527
C -1.747 1.048 0.307 1.771 0.272 3.110
C -1.594 -0.189 0.918 5.670 -0.047 2.451
H -0.608 -0.496 1.555 -2.349 1.095 -1.716
N -0.820 2.236 0.511 -2.382 -5.259 -2.320
C 0.432 2.065 0.826 4.178 -2.704 0.817
N 1.291 0.685 0.545 -1.208 10.013 10.666
C 2.627 0.824 1.234 -0.106 -5.843 -3.454
C 3.631 1.160 0.019 1.516 6.136 10.332
N 3.437 0.440 -0.982 0.170 -5.080 -7.852
C 2.186 0.334 -1.536 -0.088 7.976 -1.735
H 2.027 -0.196 -2.388 0.256 -1.561 -2.492
C 1.195 0.184 -0.609 -7.201 -8.871 -2.352
H 0.069 0.280 -0.845 1.944 0.039 -1.034
H 1.148 -0.986 -0.377 0.057 0.790 -0.519
H 1.808 1.625 -1.729 1.393 -2.401 -0.691
C 4.311 -0.582 -1.292 0.100 1.055 -4.245
H 5.303 -0.345 -1.080 1.990 0.846 -0.270
C 4.116 -1.773 -0.699 -3.214 -6.529 10.965
O 4.969 -1.898 0.712 2.840 -7.702 -9.045
H 4.694 -1.305 1.218 -3.951 8.216 7.034
H 4.505 -2.663 -1.032 0.812 -1.670 -1.744
H 2.974 -2.124 -0.116 3.062 1.443 -2.630
H 4.182 -1.027 -2.316 0.306 1.794 -0.459
H 4.667 1.169 0.478 -0.848 -0.412 -0.908
H 3.442 2.218 -0.174 -0.278 0.604 -0.099
H 2.720 1.403 2.107 -0.449 0.556 0.777
H 2.717 -0.440 1.459 0.500 3.408 -0.059
S 1.106 3.214 1.749 0.863 1.267 0.525
H -1.093 3.179 0.589 -1.203 0.841 0.141
H -3.019 2.313 -0.831 -0.725 -3.133 2.668
O -5.117 0.561 -0.657 -6.352 2.145 -3.829
C -5.417 1.834 -1.491 -2.671 0.391 6.290
H -6.517 1.829 -1.827 2.129 -0.787 0.002
H -4.615 1.950 -2.152 0.708 0.573 -1.147
H -5.525 2.666 -0.525 0.922 -1.797 -3.230
H -4.620 -1.654 0.192 0.709 -0.389 -0.225
H -2.850 -4.360 2.075 0.276 1.866 -0.726
H -3.573 -3.637 0.409 1.517 0.533 3.189

Entry 3:
45
Properties=species:S:1:pos:R:3:forces:R:3 method="wB97M-V/def2-TZVPD" smiles="S=C=Nc1ccc2nccnc2c1.CCO.CCO.CCO" total_energy_ev=-37372.46428 fmax_ev_per_a=4.224 e_above_lowest_kj_mol=547.99 homo_energy_ev=-9.06 lumo_energy_ev=-1.08 multiplicity=1
S 5.182 -0.771 0.663 -0.112 1.841 -2.084
C 4.816 0.351 -0.446 -0.797 -0.375 0.862
N 4.322 1.219 -1.189 -0.073 -1.496 1.950
C 2.916 1.429 -0.803 -3.416 -0.183 0.203
C 2.529 2.630 0.053 -2.795 -2.129 -0.864
C 1.117 2.742 0.422 2.103 -0.948 -1.069
C 0.047 1.765 -0.026 1.077 0.395 0.030
N -1.259 2.020 0.382 -0.031 -2.633 -1.751
C -2.145 1.089 -0.086 1.638 -0.231 -0.232
C -1.731 -0.087 -0.912 -0.076 0.282 0.054
N -0.462 -0.377 -1.341 -1.842 2.964 2.379
C 0.405 0.604 -0.865 3.484 0.355 -0.129
C 1.909 0.453 -1.229 0.393 2.192 1.329
H 3.310 3.362 0.369 -0.936 -0.765 -0.282
H 0.826 3.601 1.076 0.041 -0.998 -0.764
H -3.226 1.220 0.190 1.270 -0.206 -0.352
H -2.543 -0.809 -1.216 1.030 0.889 0.338
H 2.308 -0.409 -1.833 -0.933 0.968 0.693
C -1.538 -3.022 1.648 -0.087 -0.121 0.108
C -0.027 -2.927 1.739 -0.104 0.345 -0.261
O 0.556 -3.110 0.452 0.129 -0.201 -0.040
H -1.837 -3.994 1.248 0.044 0.014 0.075
H -1.998 -2.888 2.630 -0.037 0.029 -0.052
H -1.933 -2.262 0.968 0.015 0.068 0.107
H 0.365 -3.701 2.401 0.083 -0.009 -0.161
H 0.279 -1.951 2.127 -0.105 -0.121 0.201
H 0.207 -2.414 -0.116 0.094 -0.033 -0.073
C -0.830 0.457 -5.671 -0.061 0.014 -0.135
C 0.594 0.419 -5.151 -0.351 -0.074 0.287
O 0.701 1.165 -3.945 0.169 0.203 -0.096
H -1.144 1.487 -5.852 0.087 -0.042 -0.042
H -0.922 -0.108 -6.602 -0.060 0.003 0.043
H -1.521 0.036 -4.935 0.050 -0.098 -0.050
H 1.278 0.859 -5.879 0.036 0.054 0.170
H 0.911 -0.612 -4.958 0.017 -0.046 -0.185
H 0.103 0.771 -3.298 0.087 -0.027 -0.165
C -2.165 0.093 4.639 -0.096 -0.057 0.069
C -0.654 0.188 4.724 -0.237 0.218 -0.270
O -0.073 0.004 3.438 0.123 -0.012 -0.049
H -2.466 -0.878 4.240 0.058 0.011 0.084
H -2.621 0.226 5.623 -0.037 0.018 -0.059
H -2.563 0.854 3.962 0.019 0.059 0.098
H -0.259 -0.587 5.383 0.104 0.017 -0.157
H -0.347 1.163 5.114 -0.043 -0.051 0.183
H -0.419 0.697 2.860 0.082 -0.085 0.059

Entry 4:
43
Properties=species:S:1:pos:R:3:forces:R:3 method="wB97M-V/def2-TZVPD" smiles="Cc1cccc(NC(=S)NCCN2CCOCC2)c1C" total_energy_ev=-33281.63151 fmax_ev_per_a=0.698 e_above_lowest_kj_mol=83.40 homo_energy_ev=-8.16 lumo_energy_ev=0.68 multiplicity=1
C 0.363 -1.585 5.607 0.021 -0.001 -0.042
C 0.182 -0.952 4.260 -0.026 0.162 -0.050
C 0.290 0.427 4.131 -0.008 -0.017 0.000
C 0.105 1.045 2.908 0.042 0.007 -0.029
C -0.197 0.288 1.793 -0.082 -0.019 0.011
C -0.289 -1.097 1.901 0.218 0.317 0.338
N -0.628 -1.873 0.780 -0.147 -0.083 0.216
C -0.190 -1.750 -0.500 0.264 -0.112 -0.098
S -0.938 -2.638 -1.681 -0.376 -0.370 -0.457
N 0.857 -0.938 -0.731 -0.217 -0.032 0.614
C 1.450 -0.704 -2.024 0.262 0.242 -0.341
C 1.523 0.786 -2.378 -0.044 -0.228 -0.070
N 0.365 1.240 -3.121 0.071 0.091 0.021
C -0.865 1.218 -2.348 -0.293 0.032 -0.211
C -2.031 1.632 -3.244 0.034 -0.260 0.305
O -1.833 2.911 -3.800 -0.086 0.160 0.046
C -0.639 2.935 -4.543 0.392 0.093 -0.029
C 0.564 2.568 -3.675 -0.255 0.065 -0.183
C -0.092 -1.730 3.134 0.047 0.033 -0.217
C -0.188 -3.225 3.224 0.032 0.078 0.009
H 0.465 -0.822 6.374 0.006 0.009 0.066
H 1.258 -2.207 5.625 0.030 -0.082 0.074
H -0.490 -2.214 5.855 -0.019 -0.082 0.092
H 0.512 1.025 5.003 0.019 0.045 0.108
H 0.176 2.119 2.826 -0.003 0.096 -0.012
H -0.402 0.766 0.847 -0.025 0.043 -0.086
H -1.318 -2.600 0.910 0.095 0.123 -0.208
H 1.308 -0.512 0.066 -0.066 -0.026 -0.043
H 2.461 -1.125 -2.031 -0.108 -0.014 -0.032
H 0.846 -1.229 -2.768 0.161 0.043 0.084
H 1.678 1.374 -1.451 0.042 0.038 -0.064
H 2.393 0.944 -3.019 0.012 0.019 0.080
H -1.051 0.206 -1.991 -0.057 -0.011 0.032
H -0.807 1.907 -1.483 0.010 -0.031 -0.002
H -2.956 1.685 -2.669 0.054 -0.078 -0.033
H -2.141 0.888 -4.046 -0.024 0.023 0.072
H -0.537 3.949 -4.933 0.041 -0.085 -0.027
H -0.705 2.223 -5.380 0.024 0.075 0.028
H 1.467 2.564 -4.290 0.007 0.043 0.012
H 0.680 3.326 -2.879 0.025 -0.018 -0.051
H -1.213 -3.530 3.442 -0.066 -0.137 0.026
H 0.114 -3.689 2.287 -0.004 -0.069 -0.004
H 0.450 -3.609 4.014 -0.001 -0.080 0.054

Entry 5:
40
Properties=species:S:1:pos:R:3:forces:R:3 method="wB97M-V/def2-TZVPD" total_energy_ev=-19454.07607 fmax_ev_per_a=17.966 e_above_lowest_kj_mol=1242.87 homo_energy_ev=-8.60 lumo_energy_ev=0.50 multiplicity=1
C -3.289 -2.194 -1.327 0.741 1.893 -1.047
C -3.859 -1.553 -0.210 -3.618 4.650 1.739
C -2.867 -1.075 0.881 -6.608 -6.177 2.355
C -2.550 0.273 0.885 -3.206 2.568 -5.332
C -1.803 0.543 -0.487 -2.891 6.536 5.127
C -1.310 2.050 -0.199 -0.653 1.555 1.458
C -0.276 2.181 1.007 6.451 5.285 -14.161
N 0.775 1.291 0.632 -2.710 -2.644 2.707
C 1.835 1.338 0.005 1.562 -1.233 2.326
C 2.267 2.594 -0.532 5.391 -0.689 -5.095
C 2.761 0.058 0.097 -5.375 5.256 -0.994
C 3.948 0.305 -0.428 2.402 -9.302 0.656
C 4.682 -0.934 -0.576 1.098 -3.566 1.878
C 4.318 -2.400 -0.063 -9.398 15.312 0.003
C 3.058 -2.165 0.643 1.717 -8.490 -0.617
C 2.230 -1.122 0.529 -2.370 -0.079 3.599
O 0.965 -1.249 1.350 6.719 -8.740 -1.704
H -4.081 -2.421 -1.904 -2.440 -0.867 -2.802
H -2.858 -3.068 -1.096 2.433 -3.014 0.687
H -2.716 -1.406 -1.761 1.155 -0.376 -1.046
H -4.707 -2.044 0.227 -0.119 -0.988 0.439
H -4.531 -0.647 -0.700 1.835 -1.307 1.375
H -3.508 -1.504 1.854 1.799 1.646 -1.597
H -2.166 -1.855 0.834 2.165 -0.273 0.034
H -2.014 0.440 1.667 4.058 1.550 4.647
H -3.462 0.977 1.032 1.215 -1.256 -0.612
H -0.978 -0.023 -0.428 2.741 -2.327 -1.258
H -2.479 0.791 -1.252 -0.606 -1.284 -1.521
H -2.021 3.014 -0.089 0.381 -2.819 0.145
H -0.887 2.349 -1.105 1.679 0.574 -1.328
H 0.316 3.344 0.765 -2.492 -2.593 1.719
H -0.639 2.020 1.824 -3.710 -1.513 9.422
H 2.620 2.305 -1.647 -1.659 0.656 1.459
H 1.573 3.333 -0.562 -2.069 1.937 -0.222
H 3.280 3.075 -0.465 -0.705 -0.668 1.609
H 4.365 1.012 -0.948 1.575 4.657 -2.067
H 5.747 -0.946 -0.786 -0.018 0.575 -0.834
H 5.004 -3.006 -0.038 6.586 -6.889 0.357
H 2.596 -3.215 1.107 0.958 3.084 -0.779
H 0.665 -0.467 1.262 -4.014 9.357 -0.724

Please write out number 3 again, unchanged.
45
Properties=species:S:1:pos:R:3:forces:R:3 method="wB97M-V/def2-TZVPD" smiles="S=C=Nc1ccc2nccnc2c1.CCO.CCO.CCO" total_energy_ev=-37372.46428 fmax_ev_per_a=4.224 e_above_lowest_kj_mol=547.99 homo_energy_ev=-9.06 lumo_energy_ev=-1.08 multiplicity=1
S 5.182 -0.771 0.663 -0.112 1.841 -2.084
C 4.816 0.351 -0.446 -0.797 -0.375 0.862
N 4.322 1.219 -1.189 -0.073 -1.496 1.950
C 2.916 1.429 -0.803 -3.416 -0.183 0.203
C 2.529 2.630 0.053 -2.795 -2.129 -0.864
C 1.117 2.742 0.422 2.103 -0.948 -1.069
C 0.047 1.765 -0.026 1.077 0.395 0.030
N -1.259 2.020 0.382 -0.031 -2.633 -1.751
C -2.145 1.089 -0.086 1.638 -0.231 -0.232
C -1.731 -0.087 -0.912 -0.076 0.282 0.054
N -0.462 -0.377 -1.341 -1.842 2.964 2.379
C 0.405 0.604 -0.865 3.484 0.355 -0.129
C 1.909 0.453 -1.229 0.393 2.192 1.329
H 3.310 3.362 0.369 -0.936 -0.765 -0.282
H 0.826 3.601 1.076 0.041 -0.998 -0.764
H -3.226 1.220 0.190 1.270 -0.206 -0.352
H -2.543 -0.809 -1.216 1.030 0.889 0.338
H 2.308 -0.409 -1.833 -0.933 0.968 0.693
C -1.538 -3.022 1.648 -0.087 -0.121 0.108
C -0.027 -2.927 1.739 -0.104 0.345 -0.261
O 0.556 -3.110 0.452 0.129 -0.201 -0.040
H -1.837 -3.994 1.248 0.044 0.014 0.075
H -1.998 -2.888 2.630 -0.037 0.029 -0.052
H -1.933 -2.262 0.968 0.015 0.068 0.107
H 0.365 -3.701 2.401 0.083 -0.009 -0.161
H 0.279 -1.951 2.127 -0.105 -0.121 0.201
H 0.207 -2.414 -0.116 0.094 -0.033 -0.073
C -0.830 0.457 -5.671 -0.061 0.014 -0.135
C 0.594 0.419 -5.151 -0.351 -0.074 0.287
O 0.701 1.165 -3.945 0.169 0.203 -0.096
H -1.144 1.487 -5.852 0.087 -0.042 -0.042
H -0.922 -0.108 -6.602 -0.060 0.003 0.043
H -1.521 0.036 -4.935 0.050 -0.098 -0.050
H 1.278 0.859 -5.879 0.036 0.054 0.170
H 0.911 -0.612 -4.958 0.017 -0.046 -0.185
H 0.103 0.771 -3.298 0.087 -0.027 -0.165
C -2.165 0.093 4.639 -0.096 -0.057 0.069
C -0.654 0.188 4.724 -0.237 0.218 -0.270
O -0.073 0.004 3.438 0.123 -0.012 -0.049
H -2.466 -0.878 4.240 0.058 0.011 0.084
H -2.621 0.226 5.623 -0.037 0.018 -0.059
H -2.563 0.854 3.962 0.019 0.059 0.098
H -0.259 -0.587 5.383 0.104 0.017 -0.157
H -0.347 1.163 5.114 -0.043 -0.051 0.183
H -0.419 0.697 2.860 0.082 -0.085 0.059